1.
DFT (ωB97M-V/def2-TZVPD) results for a structure of composition C44H46FGeN4O4Si2Tc.

The geometry in ORCA input format:
```
! RIJCOSX wB97M-V def2-TZVPD def2/J DEFGRID3
* xyz 0 1
Tc -0.35 0.68 0.44
C -0.07 -1.83 3.02
C 0.22 -0.38 3.38
C 0.46 -0.08 4.68
C 0.53 1.30 4.97
C 0.36 2.25 4.02
C 0.20 1.91 2.67
N 0.04 0.55 2.40
N 0.09 2.65 1.60
Si 0.53 4.36 1.32
C 2.30 4.74 1.60
C -0.68 5.29 2.36
C 0.43 4.53 -0.52
H 0.26 -2.43 3.90
H 0.47 -2.17 2.18
H -1.17 -1.89 2.91
H 0.65 -0.81 5.44
H 0.68 1.72 5.94
H 0.34 3.33 4.32
H 2.59 4.89 2.62
H 2.60 5.63 0.99
H 2.91 3.92 1.23
H -0.44 5.13 3.40
H -1.68 4.87 2.18
H -0.82 6.34 2.19
H 1.30 3.99 -0.92
H 0.53 5.60 -0.72
H -0.47 4.09 -0.99
O 6.52 1.40 -1.27
C 6.14 0.62 -0.40
O 6.77 -0.28 0.14
C 4.68 0.78 0.00
C 4.13 0.33 1.22
C 2.75 0.28 1.36
N 1.87 0.75 0.47
C 2.40 1.25 -0.73
C 3.75 1.24 -1.00
C 1.36 1.71 -1.75
O 1.65 2.08 -2.85
O 0.15 1.69 -1.22
H 4.75 0.01 2.08
H 2.32 -0.16 2.26
H 4.10 1.57 -2.01
C -5.28 0.43 0.27
Si -3.52 -0.25 -0.02
C -3.32 -1.78 1.14
C -3.15 -0.50 -1.89
N -2.22 0.90 0.59
C -2.86 2.07 0.98
C -3.01 2.30 2.35
C -3.87 3.31 2.76
C -4.55 4.08 1.86
C -4.41 3.87 0.51
C -3.53 2.88 0.08
F -3.46 2.51 -1.16
H -6.00 -0.34 -0.06
H -5.51 1.28 -0.36
H -5.56 0.66 1.30
H -3.92 -2.60 0.78
H -3.61 -1.52 2.14
H -2.27 -2.13 1.18
H -3.94 -1.06 -2.43
H -2.18 -1.01 -2.04
H -3.04 0.48 -2.41
H -2.50 1.59 2.98
H -4.04 3.44 3.83
H -5.26 4.81 2.18
H -5.09 4.37 -0.18
C -0.28 -0.81 -0.23
Ge 0.33 -2.34 -1.56
C 2.27 -2.30 -1.48
C 2.98 -2.84 -0.40
C 4.39 -2.83 -0.32
C 5.09 -2.30 -1.39
C 4.39 -1.91 -2.53
C 3.01 -1.91 -2.59
C -0.18 -4.13 -0.96
C -1.47 -4.46 -0.53
C -1.78 -5.79 -0.18
C -0.80 -6.78 -0.16
C 0.49 -6.40 -0.54
C 0.84 -5.13 -0.97
C -0.33 -1.92 -3.33
C -0.26 -0.62 -3.84
C -0.51 -0.38 -5.17
C -0.80 -1.44 -6.04
C -0.78 -2.74 -5.57
C -0.59 -2.96 -4.20
H 2.44 -3.22 0.45
H 4.85 -3.10 0.63
H 6.16 -2.28 -1.33
H 4.90 -1.67 -3.46
H 2.54 -1.58 -3.52
H -2.25 -3.71 -0.54
H -2.77 -6.05 0.14
H -1.01 -7.74 0.17
H 1.28 -7.12 -0.58
H 1.85 -4.89 -1.28
H -0.09 0.27 -3.26
H -0.47 0.69 -5.57
H -0.91 -1.21 -7.11
H -0.97 -3.61 -6.17
H -0.65 -4.02 -3.85
*
```

Lowest unoccupied orbital energy (spin up / spin down) = -2.09 / -2.09 eV
Energy = -137713.2447 eV
Energy relative to the best compared isomer or geometry (same formula, charge and spin) = 0.5235 eV
Strongest force on any atom = 3.54 eV Å⁻¹

=====

2.
DFT (ωB97M-V/def2-TZVPD) results for a cluster of 5 separate species, C44H46N2O11 in total.

The geometry in ORCA input format:
```
! RIJCOSX wB97M-V def2-TZVPD def2/J DEFGRID3
* xyz 0 1
C -2.57 -5.30 -3.53
C -1.49 -4.51 -3.42
N -0.57 -4.61 -2.38
C 0.37 -3.55 -2.14
C 1.07 -3.20 -3.44
C 1.62 -4.15 -4.20
O 1.32 -4.21 -1.21
N 2.52 -3.55 -1.14
O 3.12 -3.89 -0.19
C -0.20 -2.34 -1.33
O -1.39 -2.74 -0.66
C -1.24 -2.90 0.74
C -2.60 -3.25 1.40
C -3.71 -3.44 0.39
C -4.46 -2.36 -0.04
C -5.44 -2.52 -1.01
C -5.69 -3.78 -1.56
C -6.72 -3.96 -2.64
C -4.96 -4.86 -1.10
C -3.97 -4.70 -0.13
C -0.49 -1.01 -2.02
C 0.77 -0.17 -2.32
C -1.45 -1.09 -3.21
C -2.10 0.26 -3.58
C -3.61 0.09 -3.86
H -3.27 -5.16 -4.34
H -2.77 -6.09 -2.82
H -1.30 -3.81 -4.22
H -1.01 -4.90 -1.52
H 1.13 -2.18 -3.78
H 1.82 -3.94 -5.24
H 1.87 -5.13 -3.80
H 0.54 -2.13 -0.55
H -0.52 -3.70 0.95
H -0.88 -1.96 1.17
H -2.48 -4.17 1.97
H -2.86 -2.44 2.08
H -4.27 -1.38 0.38
H -6.00 -1.66 -1.35
H -6.24 -3.83 -3.62
H -7.14 -4.96 -2.64
H -7.50 -3.20 -2.58
H -5.14 -5.86 -1.50
H -3.40 -5.55 0.22
H -1.05 -0.45 -1.27
H 1.62 -0.50 -1.72
H 0.58 0.88 -2.07
H 1.05 -0.20 -3.37
H -2.25 -1.80 -2.98
H -0.94 -1.49 -4.10
H -1.63 0.70 -4.46
H -2.00 0.94 -2.73
H -4.18 0.36 -2.97
H -3.86 -0.93 -4.13
H -3.95 0.74 -4.67
O 7.16 -7.35 3.36
C 5.97 -7.18 3.23
C 5.43 -6.31 2.16
C 4.12 -6.12 2.01
C 3.15 -6.79 2.91
O 1.95 -6.63 2.78
C 3.69 -7.67 3.98
C 5.00 -7.85 4.12
H 6.16 -5.83 1.52
H 3.71 -5.48 1.24
H 2.96 -8.15 4.62
H 5.41 -8.49 4.89
O 1.18 7.38 0.06
C 0.77 6.37 -0.48
C -0.27 5.53 0.15
C -0.71 4.42 -0.44
C -0.19 3.99 -1.75
O -0.59 2.98 -2.30
C 0.86 4.83 -2.39
C 1.31 5.93 -1.80
H -0.62 5.87 1.12
H -1.47 3.79 0.00
H 1.23 4.49 -3.35
H 2.07 6.56 -2.24
O 1.79 2.46 6.22
C 1.26 3.31 5.54
C -0.22 3.39 5.42
C -0.80 4.32 4.67
C 0.01 5.31 3.92
O -0.53 6.16 3.23
C 1.48 5.23 4.03
C 2.07 4.30 4.78
H -0.78 2.66 5.98
H -1.87 4.40 4.57
H 2.05 5.96 3.46
H 3.14 4.22 4.88
O 3.37 12.61 2.29
C 3.43 11.40 2.31
C 4.72 10.70 2.10
C 4.79 9.37 2.12
C 3.59 8.54 2.36
O 3.66 7.33 2.39
C 2.30 9.24 2.57
C 2.23 10.57 2.55
H 5.59 11.32 1.92
H 5.72 8.83 1.97
H 1.43 8.62 2.74
H 1.30 11.11 2.70
*
```

Lowest unoccupied orbital energy = -1.71 eV
Energy = -71867.6109 eV
SMILES = C=CN[C@](C=C)(ON=O)[C@H](OCCc1ccc(C)cc1)[C@@H](C)CCC.O=C1C=CC(=O)C=C1.O=C1C=CC(=O)C=C1.O=C1C=CC(=O)C=C1.O=C1C=CC(=O)C=C1
Strongest force on any atom = 0.81 eV Å⁻¹